Density functional theory data (ωB97M-V/def2-TZVPD) for C33H42BrIN3O2PSTc as an isolated structure.

max |F| = 0.03188 hartree/bohr
expectation value of S² = 0.759
energy relative to the best compared isomer or geometry (same formula, charge and spin) = 1.056 eV
LUMO (alpha / beta) = -0.266 / -0.255 Eh
gap between HOMO and LUMO (alpha / beta) = 6.433 / 6.891 eV

The geometry in ORCA input format:
```
! RIJCOSX wB97M-V def2-TZVPD def2/J DEFGRID3
* xyz 2 2
C -2.08188 0.38211 5.17602
C -4.25442 1.67787 -2.36127
C -3.94980 3.05055 -2.30150
O -1.45061 -3.03462 -1.82148
C -2.12086 2.55798 -0.84526
C 4.26871 1.72167 -0.49481
H 2.77571 1.42380 -4.57655
C -0.76422 0.57386 7.17801
C -2.89529 3.48735 -1.53748
C -1.19879 1.24283 4.53489
H 0.87000 -2.00796 0.39595
H 3.58786 1.16928 2.12190
C -3.67829 -0.57008 -1.59235
C 2.89984 1.37236 0.10987
C 2.33668 -1.43591 -1.15207
H 2.52995 -1.96721 0.98425
C 1.51753 2.67292 -2.59005
H 2.19217 3.43458 -0.23595
C -0.11396 1.78538 5.20932
H 0.54430 -0.33236 -3.93803
C -5.30086 1.11571 -3.13903
H 2.13537 0.21575 1.81678
C 2.16272 2.66099 0.52399
C -1.67997 -3.11544 0.71712
H 2.66905 3.05616 1.40732
C -0.25825 -4.53234 2.00809
H 4.22116 -1.06651 -2.23439
H -1.26526 2.86838 -0.25812
H 2.42698 3.15512 -2.24224
H -1.12523 -5.10777 0.12402
Br -3.61735 -0.33199 4.34224
H 0.14553 1.34757 -4.24736
H 0.94165 1.87456 7.06781
H 0.49977 -1.95839 -2.24997
H -0.67729 -1.54429 3.56056
H -2.26119 -1.25778 1.70907
C -4.66966 -1.09835 -2.35702
H 0.69648 2.93353 -1.91868
N 0.31620 0.44328 -0.36826
H 1.77605 -3.15605 -2.28404
S -2.48087 -2.87474 -0.83316
H 1.12595 2.47078 0.80223
H 4.05039 -2.65771 -1.51006
C 2.91242 0.88210 -3.63761
H 1.91889 -1.72987 -3.29045
H 1.99726 -3.25290 -0.09299
H -2.55185 -0.60855 7.01080
I -1.46473 1.82585 2.55311
C 3.85112 -1.59470 -1.35763
C -1.85713 0.04742 6.50455
N -2.37424 1.25739 -0.88586
H 3.03377 -0.16789 -3.88740
C 1.91088 -2.18610 0.12077
C 1.67802 1.15332 -2.76388
C -5.48392 -0.23241 -3.14071
H -0.45368 0.56199 -2.79281
C -3.44982 0.80987 -1.61454
H 4.42871 -1.27781 -0.49238
H -2.64474 4.53657 -1.46778
H 4.82475 0.85036 -0.83162
H -6.26976 -0.66787 -3.74336
H 0.51450 -3.69146 3.83182
P 1.85266 0.37742 -1.07159
Tc -1.22856 -0.22641 0.00746
H -4.85284 -2.16381 -2.36451
H 3.72148 -0.33331 1.23066
C -0.10041 -3.52023 2.95774
C -1.57164 -2.11145 1.68684
O -3.69501 -3.60578 -0.97192
C -1.03022 -4.33470 0.87626
C -0.75728 -2.31756 2.80602
H -4.54670 3.75595 -2.86819
C 0.10173 1.44646 6.53694
H -0.59935 0.30597 8.21319
H 0.55308 2.47268 4.70632
C 0.40360 0.63303 -3.46362
H 4.86233 2.20725 0.28338
H 0.23515 -5.48510 2.15263
C 1.57979 -2.08282 -2.32208
C 3.08835 0.53503 1.38705
H 1.28808 3.08943 -3.57224
H 4.19064 2.42285 -1.32402
N -2.76112 -1.23286 -0.69582
H -5.93667 1.76639 -3.72576
H 3.83643 1.24136 -3.18710
*
```

---

Density functional theory data (ωB97M-V/def2-TZVPD) for C33H42Cl3Ge2MgN4O as an isolated structure.

max |F| = 0.03619 hartree/bohr
energy relative to the best compared isomer or geometry (same formula, charge and spin) = 1.487 eV
LUMO = -0.110 Eh
gap between HOMO and LUMO = 7.642 eV

The geometry in ORCA input format:
```
! RIJCOSX wB97M-V def2-TZVPD def2/J DEFGRID3
* xyz 1 1
C 4.93883 1.38067 -0.48637
H -0.27527 -4.09550 4.16551
H 1.86686 -2.34492 9.08000
N -3.36965 1.68405 -5.64532
C 0.11709 -2.88150 -2.90099
C 2.73644 -1.80612 2.01736
C 0.03771 1.41595 -2.14082
C 0.56974 -0.30797 6.70806
H 0.76383 -0.14659 8.82871
C 3.55823 0.98515 -0.25965
C -2.09224 4.09139 -7.89582
C 0.95110 -0.76145 7.95802
H -0.25352 -1.92725 -3.28497
C -2.38485 0.56391 -3.01857
C 3.58018 -2.65726 2.96736
N -0.62003 0.50111 -1.40809
Mg 0.48347 -0.58136 -0.01822
C -2.54862 0.61731 1.61049
H 0.66548 3.16008 3.38620
H 3.16193 -0.80510 1.94963
H 1.90263 -0.87080 -3.11016
Cl 5.13371 3.06337 0.03519
H -2.96311 2.44461 2.71883
C -0.23282 -3.26679 2.15124
N -1.55096 2.96942 -5.71465
H -3.15399 0.96652 3.66703
H -1.29099 -2.99981 2.12983
C 1.57115 -1.99615 8.09947
C -2.31349 3.21787 -6.82775
H -2.89358 4.78670 -9.74387
C -1.81280 0.09700 -1.85373
C -2.19948 2.05929 -5.03400
H 3.18969 -3.67156 3.05982
H 2.29296 -3.74074 7.08102
C 0.00520 -4.39632 3.15568
C -4.42356 2.44812 -7.81797
H 3.18338 -1.52501 -2.06878
H -0.67793 1.15803 4.65600
Ge -0.58610 0.64559 1.99006
H -0.59191 -5.26788 2.88633
Cl 5.27752 1.21922 -2.21842
H 2.71089 -2.23603 1.01464
H -2.33106 -0.63768 -1.24887
C -3.30198 1.40820 2.68113
H -0.98214 3.57174 2.90400
N 2.47600 0.66914 -0.06964
H 0.36186 -3.52843 -3.74481
C -4.18417 3.31838 -8.85935
O 0.97215 -2.03806 -0.80729
H 0.09159 0.65843 6.61657
H 0.38107 4.43065 2.19335
H 1.16436 2.32447 1.10157
H 3.62872 -2.21700 3.96323
H -2.71959 1.05163 0.62354
H 1.61336 -2.93108 4.85265
C 0.39940 -0.63546 4.22813
H -1.20490 4.70910 -7.92363
C 2.37510 -1.79159 -2.75292
C 0.04025 3.45519 2.54299
H -4.02409 0.99494 -5.32272
C -3.03405 4.12638 -8.89865
H -5.30586 1.82170 -7.78969
H 0.09191 2.67678 -3.87969
H -0.67044 -3.35915 -2.31581
C 1.33819 -2.64047 -2.01241
H 1.79514 -3.61847 -1.79749
H -3.35146 0.18251 -3.31748
C -1.70103 1.50899 -3.78352
Ge 0.81787 -1.61997 2.54203
H 0.99949 1.73497 -1.76414
H 4.59794 -2.73018 2.58143
H 0.06385 -3.56113 1.14338
H 1.05185 -4.70497 3.16950
C 1.42940 -2.31989 5.72954
C 1.81065 -2.77716 6.97998
H -2.90375 -0.41515 1.58436
H -0.44474 2.75496 0.54424
C 0.12821 2.42657 1.41453
H -4.90027 3.38338 -9.66754
C -3.47016 2.41187 -6.80507
C 0.80127 -1.08428 5.56877
H -4.37237 1.41824 2.47287
C -0.45771 1.94254 -3.30962
Cl 5.98176 0.30670 0.46090
H 2.79181 -2.32527 -3.60797
C -0.30655 0.45864 3.91129
*
```

---

Density functional theory data (ωB97M-V/def2-TZVPD) for C33H42Li2O17S as an isolated structure.

max |F| = 0.23779 hartree/bohr
energy relative to the best compared isomer or geometry (same formula, charge and spin) = 2.761 eV
LUMO = -0.018 Eh
gap between HOMO and LUMO = 7.034 eV

The geometry in ORCA input format:
```
! RIJCOSX wB97M-V def2-TZVPD def2/J DEFGRID3
* xyz 0 1
H -0.01720 2.95693 1.15303
C -4.65814 -0.12757 -0.33985
H 4.04094 1.41632 -1.35889
C -0.26199 5.09714 2.06844
O 0.67478 3.39236 0.73412
H -4.05970 -2.74677 6.12746
H -3.95139 -2.56345 2.61253
H 0.29515 -2.79109 -0.79536
O -0.71583 0.91565 -0.13899
Li 0.08853 2.36100 -1.14282
C -3.10817 -2.28464 4.46297
H 2.31583 1.45550 -2.31559
C 3.31630 1.87042 -0.79960
C -5.56857 2.78963 2.78060
H -1.87569 -1.94327 6.33011
O -1.73753 -0.95311 -1.20728
C -3.36838 2.34166 2.12174
Li -3.24529 -1.92518 -1.30791
C -1.82373 -1.98570 5.15043
C 3.81927 -2.27988 -0.80427
C 2.00957 6.76825 1.69833
C 1.57343 -0.45488 -5.10583
O 2.14647 2.08241 -1.59171
H -5.05283 0.36122 0.31667
H -0.02846 -1.55461 -4.32224
H 2.88550 7.22074 1.88170
C 0.78702 4.62841 1.27933
H 2.51032 -3.81844 -8.58922
H -6.59456 3.50262 2.80249
S -0.50031 -0.20333 -0.93001
H 5.84713 -4.41596 -4.12009
H 5.00875 -3.14389 0.77612
H -3.76146 0.39503 -0.64072
H 4.49360 -2.76787 -4.16131
C 4.82118 -3.11964 -0.23179
H 0.35789 -3.68747 -5.76137
C -4.40727 1.02769 3.83785
C 3.00069 -1.61638 -6.71614
O 0.52653 -1.34803 2.33740
H 0.71490 -1.62493 1.43570
O 0.45465 -1.02311 -0.27067
H 0.62962 -3.97539 1.03983
O 1.30360 0.57717 -4.34585
O -0.08718 -3.65384 -1.02966
C 2.13092 -2.65004 -6.81048
H 0.47488 -5.37682 -0.12214
C 1.99589 5.43833 1.09308
H 3.06259 -1.42727 -2.64590
H 2.33458 -1.17452 -0.35230
O 1.02110 8.46218 3.06048
H 0.18344 -1.51784 4.84970
C 0.01648 -4.49230 0.08434
H 3.75229 -1.50298 -7.38790
H 6.31947 -4.47197 -0.75803
C 4.44385 -2.95208 -3.04141
C -0.68638 -1.74224 3.01332
H -4.23270 0.07774 4.39026
H 3.51301 0.16003 -5.94709
O -4.27656 -2.43234 5.20997
C 5.64520 -3.95778 -1.12338
O -2.37724 2.48905 1.18957
C -3.07835 -2.29150 3.09251
H -0.96689 -4.88854 0.49712
O -6.51498 1.56093 4.63282
H -1.91516 -2.08554 1.31094
O 2.30489 -3.77681 -7.62363
O -4.46619 -1.43246 0.18912
C -0.67057 -1.68184 4.42570
H 1.86790 8.63320 3.32369
H -4.60522 -1.50099 1.03663
C 3.71927 -2.10937 -2.20141
H -1.71195 1.80718 0.94274
H -4.55243 4.05816 1.33008
H 0.81899 0.38887 -3.42305
H 2.98055 5.02213 0.44320
O 3.04955 -1.47322 0.02541
H -2.56998 0.59203 3.08765
C 0.67487 -1.60208 -5.01949
C -1.91107 -1.98790 2.36097
C -4.48881 3.13484 1.93990
H -1.20661 4.66280 2.19550
C 0.94744 7.21048 2.60090
C -0.17406 6.34463 2.81199
C -5.44347 1.76993 3.80056
O 6.05262 -4.80560 -3.32683
C 5.34778 -3.91804 -2.52294
H -5.52873 0.00652 -0.86675
H -6.39931 0.87331 5.13970
C -3.36521 1.25746 3.03223
H 3.12867 1.40094 0.08159
C 2.68667 -0.58612 -5.92573
O 0.05616 0.50654 -2.10974
H 3.68685 2.82470 -0.41676
H -0.91003 6.75591 3.37454
C 1.03802 -2.75143 -5.86093
*
```

---

- Which value of energy relative to the best compared isomer or geometry (same formula, charge and spin) does entry 1 give?
  1.056 eV